# 1
Computed, not measured: C27H22F3N5O3PbS2 as an isolated structure at a distorted geometry, with ωB97M-V/def2-TZVPD.

Output
* HOMO level: -7.7 eV
* energy relative to the best compared isomer or geometry (same formula, charge and spin): 18.6 kcal per mole

CARTESIAN COORDINATES (ANGSTROEM)
Pb1 2.381 0.240 -0.112
C1 3.907 3.056 0.758
C2 2.603 3.527 0.802
C3 1.900 3.729 -0.373
C4 2.498 3.465 -1.594
C5 3.801 2.997 -1.640
C6 4.505 2.790 -0.465
H1 4.459 2.902 1.674
H2 2.136 3.733 1.754
H3 0.881 4.084 -0.341
H4 1.944 3.612 -2.507
H5 4.265 2.785 -2.591
H6 5.521 2.428 -0.500
N1 2.255 -3.329 -2.891
C7 2.233 -2.515 -1.826
S1 3.667 -1.608 -1.505
N2 1.208 -2.604 -1.013
N3 1.191 -1.794 0.028
C8 0.426 -2.036 1.054
C9 -0.513 -3.167 1.101
C10 -0.493 -4.071 2.162
C11 -1.393 -5.121 2.195
C12 -2.321 -5.273 1.179
C13 -2.320 -4.393 0.109
C14 -1.418 -3.348 0.058
C15 0.562 -1.135 2.180
C16 -0.409 -1.060 3.188
C17 -0.228 -0.193 4.243
C18 0.917 0.596 4.283
C19 1.808 0.497 3.232
N4 1.647 -0.341 2.219
H7 2.973 -3.153 -3.573
H8 1.368 -3.668 -3.225
H9 0.242 -3.959 2.946
H10 -1.380 -5.816 3.020
H11 -3.046 -6.073 1.221
H12 -3.037 -4.522 -0.687
H13 -1.410 -2.661 -0.776
H14 -1.299 -1.662 3.104
H15 -0.971 -0.119 5.023
H16 1.101 1.275 5.099
H17 2.699 1.112 3.195
F1 -1.473 1.078 -4.551
C20 -0.361 1.214 -3.819
F2 0.621 1.598 -4.634
F3 -0.581 2.218 -2.953
S2 0.174 -0.303 -2.854
O1 0.501 -1.286 -3.841
O2 -0.944 -0.601 -2.002
O3 1.314 0.328 -2.190
N5 0.014 0.999 0.243
C21 -1.088 1.219 0.002
C22 -2.421 1.641 -0.154
C23 -2.897 2.627 0.719
C24 -4.179 3.114 0.555
C25 -4.989 2.626 -0.461
C26 -4.519 1.639 -1.314
C27 -3.240 1.133 -1.165
H18 -2.254 3.003 1.504
H19 -4.546 3.889 1.212
H20 -5.988 3.019 -0.584
H21 -5.153 1.274 -2.109
H22 -2.851 0.361 -1.813

# 2
Computed, not measured: C27H28EuN2O4P2S as an isolated structure at a distorted geometry, with ωB97M-V/def2-TZVPD.

Output
* HOMO level (spin up / spin down): -10.4 / -10.4 eV
* energy relative to the best compared isomer or geometry (same formula, charge and spin): 0.0 kcal per mole
* multiplicity: 7
* charge: +1

CARTESIAN COORDINATES (ANGSTROEM)
C1 -1.531 3.435 -3.706
C2 -1.372 2.077 -3.459
C3 -0.091 1.465 -3.672
C4 1.004 2.278 -4.155
C5 0.784 3.664 -4.372
C6 -0.451 4.227 -4.133
C7 2.233 1.646 -4.340
C8 2.396 0.278 -4.139
C9 1.255 -0.462 -3.665
C10 1.408 -1.861 -3.378
C11 2.640 -2.477 -3.551
C12 3.750 -1.744 -3.998
C13 3.639 -0.401 -4.287
H1 -2.509 3.903 -3.565
H2 1.622 4.262 -4.733
H3 -0.600 5.299 -4.271
H4 3.086 2.227 -4.685
H5 2.744 -3.538 -3.318
H6 4.707 -2.256 -4.097
H7 4.495 0.169 -4.646
N1 0.090 0.159 -3.373
Eu1 0.093 0.408 0.511
C14 -2.508 1.239 -2.917
H8 -2.556 0.257 -3.408
H9 -3.458 1.774 -3.016
C15 0.237 -2.621 -2.813
H10 -0.697 -2.343 -3.315
H11 0.394 -3.706 -2.896
P1 -2.286 0.905 -1.112
P2 -0.022 -2.181 -1.026
C16 1.256 -3.277 -0.296
H12 1.183 -3.222 0.794
H13 1.101 -4.312 -0.625
H14 2.251 -2.940 -0.590
C17 -1.491 -3.254 -0.766
H15 -1.239 -4.298 -1.006
H16 -1.842 -3.155 0.269
H17 -2.291 -2.896 -1.424
C18 -2.570 2.616 -0.523
H18 -3.530 2.962 -0.915
H19 -2.584 2.645 0.573
H20 -1.774 3.287 -0.866
C19 -3.940 0.224 -0.710
H21 -3.991 0.056 0.376
H22 -4.726 0.924 -1.038
H23 -4.071 -0.754 -1.190
C20 2.752 -0.259 0.785
O1 3.774 -0.582 1.192
H24 1.774 0.641 -0.893
O2 -3.031 -1.940 1.788
C21 -2.166 -1.539 2.577
N2 -0.879 -1.198 2.177
S1 0.085 -0.637 3.405
O3 1.189 -1.503 3.706
O4 0.431 0.746 2.967
C22 -1.203 -0.710 4.601
C23 -1.127 -0.390 5.963
C24 -2.262 -0.649 6.744
C25 -3.400 -1.251 6.177
C26 -3.431 -1.588 4.824
C27 -2.327 -1.292 4.033
H25 -0.212 0.040 6.387
H26 -2.246 -0.394 7.810
H27 -4.250 -1.461 6.822
H28 -4.295 -2.079 4.390

# 3
Computed, not measured: C6H14ClI2NO3PSc as an isolated structure at a distorted geometry, with ωB97M-V/def2-TZVPD.

Output
* HOMO level (spin up / spin down): -15.2 / -16.5 eV
* charge: +2

CARTESIAN COORDINATES (ANGSTROEM)
I1 -0.460 -2.684 0.055
I2 -0.268 2.696 -0.084
Sc1 0.397 -0.020 0.422
P1 0.173 0.003 -2.384
C1 -1.427 -0.012 -3.267
C2 1.024 1.410 -3.191
H1 1.998 -1.545 -2.654
H2 1.205 -1.169 -4.230
H3 0.447 -2.317 -3.048
C3 1.041 -1.405 -3.170
H4 1.991 1.553 -2.694
H5 1.170 1.179 -4.255
H6 -1.249 -0.009 -4.352
H7 -2.008 0.870 -2.975
H8 0.433 2.322 -3.055
H9 -1.987 -0.908 -2.977
C4 -1.967 0.088 -0.014
O1 -3.107 -0.047 -0.040
Cl1 2.694 -0.043 0.046
N1 -0.690 -0.777 4.817
C5 -0.579 0.687 4.560
C6 -0.852 0.740 3.086
O2 -1.837 1.292 2.608
O3 0.011 -0.036 2.456
H10 -1.632 -1.076 4.523
H11 -0.577 -1.028 5.800
H12 0.018 -1.256 4.238
H13 -1.309 1.243 5.138
H14 0.443 0.996 4.773

# 4
Computed, not measured: one molecule with the formula C6H9N at a distorted geometry, with ωB97M-V/def2-TZVPD.

Output
* SMILES: C#C[C@@H](C)/N=C\C
* HOMO level: -9.4 eV
* energy relative to the best compared isomer or geometry (same formula, charge and spin): 64.7 kcal per mole

CARTESIAN COORDINATES (ANGSTROEM)
C1 -1.733 1.811 -1.190
C2 -0.780 1.224 -0.768
C3 0.378 0.541 -0.215
C4 1.591 1.475 -0.178
N1 0.092 0.078 1.119
C5 -0.161 -1.151 1.284
C6 -0.633 -2.195 0.306
H1 -2.580 2.307 -1.553
H2 0.650 -0.375 -0.831
H3 2.471 0.925 0.149
H4 1.772 1.904 -1.155
H5 1.394 2.277 0.538
H6 -0.227 -1.453 2.329
H7 -1.019 -3.065 0.837
H8 0.199 -2.512 -0.333
H9 -1.415 -1.791 -0.337